Entry from the OMol25 dataset: a 2-piece molecular cluster, C6H8N overall at a distorted geometry (the ωB97M-V functional and the def2-TZVPD basis).

As for the lowest unoccupied orbital energy: -5.8 eV. The HOMO energy is -13.9247 eV. The net charge is +1. The calculation puts the total energy at -7827.228 eV. For the energy above the lowest of the compared OMol25 structures with the same formula, charge and spin, the calculation gives 816.3 kJ/mol.

Each atom is followed by the atoms it is bonded to, with distances in Å.
Positions of all 15 atoms, in Å:
1 H 2.1701 2.3494 1.0848  C15 1.061
2 H -3.0276 1.5399 0.7212  C5 1.120
3 H -2.2325 -1.4065 -0.9317  C6 1.118
4 H -1.4895 -2.0497 0.4796  C6 1.141
5 C -1.9777 1.1619 0.6298  H2 1.120, C9 1.346, C10 1.418
6 C -1.3102 -1.2550 -0.3191  H3 1.118, H4 1.141, N8 1.463, C9 1.416
7 H 3.4925 0.2265 -0.5877  C12 1.131
8 N 0.0031 -1.3792 -0.9516  C6 1.463, H13 1.018, H14 0.993
9 C -1.3456 0.0239 0.2873  C5 1.346, C6 1.416, C10 1.395
10 C -0.5738 1.1772 0.4296  C5 1.418, C9 1.395
11 H 1.8270 -0.2302 -0.7160  C12 1.097
12 C 2.4507 0.5897 -0.3390  H7 1.131, H11 1.097, C15 1.250
13 H 0.2016 -2.3174 -1.2942  N8 1.018
14 H 0.2218 -0.8532 -1.7644  N8 0.993
15 C 2.1171 1.5239 0.4211  H1 1.061, C12 1.250

Atom charges from the Mulliken analysis, given in e for atoms 1 to 8: 0.444, 0.359, 0.281, 0.277, -0.291, -0.384, 0.308, -0.567


Entry from the OMol25 dataset: an isolated molecule of C4H8OS at a distorted geometry (the ωB97M-V functional and the def2-TZVPD basis).

As for the lowest unoccupied orbital energy: 0.6 eV. The HOMO energy is -8.6223 eV. The calculation puts the total energy at -17157.077 eV. For the energy above the lowest of the compared OMol25 structures with the same formula, charge and spin, the calculation gives 325.5 kJ/mol.

Each atom is followed by the atoms it is bonded to, with distances in Å.
Positions of all 14 atoms, in Å:
1 C -0.4765 -1.5214 0.5077  O5 1.430, C6 1.446, H8 1.079, H11 1.157
2 H -0.9398 3.2194 -0.8870  C14 1.164
3 C -1.5631 1.8660 0.6559  S4 1.562, C14 1.451
4 S -1.6388 0.7258 1.7207  C3 1.562, O5 1.743
5 O -1.2640 -0.9696 1.5656  C1 1.430, S4 1.743
6 C 0.9134 -1.2887 0.8337  C1 1.446, H9 1.131, H12 1.126, H13 1.074
7 H -2.1184 1.9618 -1.3947  C14 1.097
8 H -0.7750 -2.5557 0.5784  C1 1.079
9 H 1.2020 -1.9833 1.6789  C6 1.131
10 H -0.4741 1.4335 -0.9723  C14 1.054
11 H -0.7703 -1.1016 -0.5296  C1 1.157
12 H 0.9770 -0.2969 1.3642  C6 1.126
13 H 1.6012 -1.2788 0.0091  C6 1.074
14 C -1.2505 2.1072 -0.7406  H2 1.164, C3 1.451, H7 1.097, H10 1.054

Atom charges from the Mulliken analysis, given in e for atoms 1 to 8: -0.154, 0.231, 0.052, 0.001, -0.424, -0.852, 0.269, 0.250


Entry from the OMol25 dataset: an isolated ion of composition C4H5INS and charge +1 at a distorted geometry (the ωB97M-V functional and the def2-TZVPD basis).

As for the lowest unoccupied orbital energy: -4.7 eV. The HOMO energy is -13.3992 eV. The net charge is +1. The calculation puts the total energy at -24646.714 eV. For the energy above the lowest of the compared OMol25 structures with the same formula, charge and spin, the calculation gives 17.0 kJ/mol.

Each atom is followed by the atoms it is bonded to, with distances in Å.
Positions of all 12 atoms, in Å:
1 C -0.0658 -1.9650 0.2264  S2 1.740, I7 2.080, C8 1.447
2 S 0.9838 -1.8434 -1.1559  C1 1.740, C5 1.749
3 H 0.6697 2.1912 0.3923  C12 1.016
4 H -0.8418 -0.4908 1.5889  C8 1.007
5 C 0.7086 -0.1173 -1.2167  S2 1.749, N6 1.315, H10 0.992
6 N 0.0544 0.3585 -0.1793  C5 1.315, C8 1.411, C12 1.405
7 I -0.6099 -3.7069 1.2253  C1 2.080
8 C -0.4572 -0.6450 0.6709  C1 1.447, H4 1.007, N6 1.411
9 H -0.9242 1.7975 0.8092  C12 1.020
10 H 1.2090 0.4818 -1.8285  C5 0.992
11 H -0.5441 2.2271 -0.6466  C12 0.987
12 C -0.1824 1.7122 0.1139  H3 1.016, N6 1.405, H9 1.020, H11 0.987

Atom charges from the Mulliken analysis, given in e for atoms 1 to 8: -0.041, 0.059, 0.416, 0.446, -0.161, 0.068, 0.321, -0.408


Entry from the OMol25 dataset: a 3-piece molecular cluster, C5H16N2O3 overall at a distorted geometry (the ωB97M-V functional and the def2-TZVPD basis).

As for the lowest unoccupied orbital energy: 0.7 eV. Its SMILES is CC[C@@H](N)CNC=O.O.O. The HOMO energy is -9.5679 eV. The calculation puts the total energy at -14566.739 eV. For the energy above the lowest of the compared OMol25 structures with the same formula, charge and spin, the calculation gives 160.0 kJ/mol.

Each atom is followed by the atoms it is bonded to, with distances in Å.
Positions of all 26 atoms, in Å:
1 C -0.6532 -0.2853 1.0772  H3 1.089, C7 1.548, N8 1.506, C21 1.519
2 O 1.2524 1.5212 -2.6004  H4 0.968, H11 0.962
3 H 0.2562 -0.4749 1.6461  C1 1.089
4 H 0.6024 0.8730 -2.9071  O2 0.968
5 H -1.1723 -2.2810 0.6905  C7 1.095
6 H -0.8462 3.1925 0.8149  C15 1.090
7 C -0.7517 -1.4703 0.0857  C1 1.548, H5 1.095, N19 1.471, H22 1.084
8 N -1.6996 -0.3799 2.1565  C1 1.506, H17 1.010, H24 1.013
9 H 1.4421 0.3401 -0.5938  O26 0.958
10 H 1.7366 -2.6331 -1.8544  C18 1.106
11 H 0.7119 2.2279 -2.2339  O2 0.962
12 O 0.2869 -1.4060 -2.5165  C18 1.214
13 H -1.9186 1.0688 0.1124  C21 1.087
14 H -0.1323 1.1957 -0.3917  C21 1.091
15 C -0.5436 2.2630 1.2978  H6 1.090, H16 1.091, H20 1.083, C21 1.539
16 H 0.5362 2.3525 1.4292  C15 1.091
17 H -1.1880 -0.3829 3.0271  N8 1.010
18 C 0.8321 -2.0356 -1.6327  H10 1.106, O12 1.214, N19 1.342
19 N 0.5611 -1.9974 -0.3190  C7 1.471, C18 1.342, H23 1.002
20 H -1.0102 2.1652 2.2703  C15 1.083
21 C -0.8704 1.0573 0.3996  C1 1.519, H13 1.087, H14 1.091, C15 1.539
22 H -1.4452 -1.2495 -0.7180  C7 1.084
23 H 1.0488 -2.4922 0.4027  N19 1.002
24 H -2.2612 -1.2216 2.1191  N8 1.013
25 H 2.8522 -0.0899 -1.2760  O26 0.953
26 O 2.3735 0.1423 -0.4859  H9 0.958, H25 0.953

Atom charges from the Mulliken analysis, given in e for atoms 1 to 8: 0.264, -0.625, 0.314, 0.332, 0.373, 0.366, -0.847, -0.655


Entry from the OMol25 dataset: a 8-piece molecular cluster, C16H39B2BrClN8O25P2 overall at a distorted geometry (the ωB97M-V functional and the def2-TZVPD basis).

As for the lowest unoccupied orbital energy: 0.8 eV. The HOMO energy is -5.3474 eV. The net charge is -1. The calculation puts the total energy at -182810.514 eV.

Each atom is followed by the atoms it is bonded to, with distances in Å.
Positions of all 94 atoms, in Å:
1 C 0.0901 -0.1841 -1.4180  H52 1.182, C54 1.651, C55 1.637, H77 1.193
2 O -5.1930 0.9377 4.1492  N86 1.236
3 N -5.3903 3.5114 7.7588  O11 1.237, O47 1.236, C60 1.488
4 H 2.0420 -3.4021 1.1386  O74 1.001
5 C 2.2147 -2.1753 3.7559  C26 1.671, H31 1.183, H65 1.180, H83 1.170
6 H -3.3823 2.9597 7.9832  C60 1.092
7 O 6.1918 3.1245 4.8266  N15 1.237
8 P -0.0751 -5.7906 1.7934  O38 1.756, O50 1.581, O66 1.775, C70 1.918
9 O -2.0369 0.8439 0.9155  B13 1.475, H82 1.002
10 N -6.1962 -3.5021 -2.6868  C34 1.488, O87 1.237, O92 1.236
11 O -5.8484 4.6133 7.4350  N3 1.237
12 H -0.6330 3.2428 -5.7580  C24 1.092
13 B -1.4384 -0.2648 1.6822  O9 1.475, C42 1.677, O67 1.506
14 H -4.0268 0.5385 2.5935  C45 1.192
15 N 5.2863 2.5986 4.1689  O7 1.237, O76 1.236, C93 1.488
16 H 1.0113 -7.0342 0.2190  O66 1.013
17 H -3.9071 -0.9957 1.4757  C45 1.176
18 O 3.0858 2.7280 -6.8226  N41 1.237
19 H 0.4602 -4.6786 -0.5283  C70 1.192
20 H 6.5688 0.9491 3.8653  C93 1.092
21 O 0.4635 1.9251 -3.2724  N80 1.237
22 H 4.8198 0.5634 4.0051  C93 1.092
23 H -5.1558 -4.0091 -0.9412  C34 1.092
24 C 0.1562 2.5337 -5.5000  H12 1.092, H49 1.092, H78 1.092, N80 1.488
25 O 1.8602 -2.8391 -2.3505  P69 1.776, H91 1.014
26 C 2.2177 -1.0087 2.5602  C5 1.671, N27 1.508, O59 1.362
27 N 0.9621 -0.2486 2.2147  C26 1.508, C42 1.504, C81 1.507
28 H 4.8381 3.4971 -8.5183  C40 1.092
29 H -1.3291 -5.2318 -0.3183  C70 1.194
30 H -6.3269 2.8009 5.5765  C35 1.092
31 H 2.8957 -1.8050 4.6499  C5 1.183
32 O 7.7116 4.6293 -9.4029  N37 1.236
33 O 1.0382 3.9600 -3.8906  N80 1.236
34 C -4.9409 -3.5097 -1.8881  N10 1.488, H23 1.092, H44 1.092, H85 1.092
35 C -6.1428 3.0257 4.5239  H30 1.092, H39 1.092, H46 1.092, N86 1.488
36 H 5.0125 1.0332 -5.2312  C62 1.092
37 N 6.8611 4.0743 -8.6974  O32 1.236, C40 1.488, O63 1.237
38 O -1.5898 -6.4936 2.3367  P8 1.756, H73 1.017
39 H -5.1856 3.5334 4.3875  C35 1.092
40 C 5.4774 4.0095 -9.2404  H28 1.092, N37 1.488, H58 1.092, H68 1.092
41 N 3.9605 1.8543 -6.8455  O18 1.237, O48 1.236, C62 1.488
42 C 0.0229 -0.9992 1.3103  B13 1.677, N27 1.504, C55 1.631, O75 1.501
43 H 0.9641 1.4282 0.6788  C81 1.169
44 H -4.6246 -2.4785 -1.7173  C34 1.092
45 C -3.6657 -0.5964 2.5546  H14 1.192, H17 1.176, O67 1.498, H88 1.189
46 H -6.9580 3.6217 4.1084  C35 1.092
47 O -5.8802 2.4110 7.4794  N3 1.236
48 O 4.0201 0.9072 -7.6382  N41 1.236
49 H 1.0271 2.6556 -6.1473  C24 1.092
50 O 0.6718 -5.0515 2.9744  P8 1.581
51 B -0.9994 -3.1800 0.6299  C70 1.659, O75 1.499, Cl89 1.896, O94 1.506
52 H -0.2886 0.8619 -1.0200  C1 1.182
53 O -6.8952 1.5457 2.8898  N86 1.237
54 C -0.9974 -0.6651 -2.5640  C1 1.651, O56 1.356, Br57 2.028
55 C 0.3848 -1.2951 -0.2519  C1 1.637, C42 1.631, P69 1.904, O94 1.501
56 O -0.5748 -1.4671 -3.5720  C54 1.356
57 Br -2.9379 -0.0762 -2.5672  C54 2.028
58 H 5.5180 3.4557 -10.1807  C40 1.092
59 O 3.4355 -0.8140 1.9813  C26 1.362
60 C -4.1350 3.5038 8.5575  N3 1.488, H6 1.092, H61 1.092, H79 1.092
61 H -4.3499 3.0043 9.5044  C60 1.092
62 C 5.0424 1.9469 -5.8282  H36 1.092, N41 1.488, H71 1.092, H84 1.092
63 O 7.0570 3.5702 -7.5855  N37 1.237
64 H 2.3290 1.5499 1.9744  C81 1.191
65 H 2.7703 -3.1084 3.2939  C5 1.180
66 O 0.9952 -7.0902 1.2303  P8 1.775, H16 1.013
67 O -2.2112 -0.7199 2.8919  B13 1.506, C45 1.498
68 H 5.1368 5.0350 -9.3977  C40 1.092
69 P 2.0485 -2.0672 -0.7618  O25 1.776, C55 1.904, O74 1.740
70 C -0.4334 -4.6953 0.2606  P8 1.918, H19 1.192, H29 1.194, B51 1.659
71 H 4.8639 2.8233 -5.2015  C62 1.092
72 H 0.5416 1.9116 2.4515  C81 1.194
73 H -1.4320 -7.4120 2.7447  O38 1.017
74 O 2.5609 -3.3606 0.2830  H4 1.001, P69 1.740
75 O -0.3019 -2.4094 1.7101  C42 1.501, B51 1.499
76 O 4.1728 3.0877 3.9459  N15 1.236
77 H 1.1422 0.0442 -1.9329  C1 1.193
78 H -0.2168 1.5083 -5.5445  C24 1.092
79 H -3.8187 4.5350 8.7283  C60 1.092
80 N 0.5874 2.8291 -4.1069  O21 1.237, C24 1.488, O33 1.236
81 C 1.2124 1.1761 1.7929  N27 1.507, H43 1.169, H64 1.191, H72 1.194
82 H -1.4251 1.6338 0.8400  O9 1.002
83 H 1.1100 -2.4048 4.0661  C5 1.170
84 H 5.9900 2.0416 -6.3626  C62 1.092
85 H -4.1882 -4.0537 -2.4624  C34 1.092
86 N -6.0723 1.7311 3.7940  O2 1.236, C35 1.488, O53 1.237
87 O -6.6543 -2.4002 -3.0106  N10 1.237
88 H -4.2342 -1.2116 3.3991  C45 1.189
89 Cl -2.8369 -3.5625 0.8963  B51 1.896
90 H 5.4595 1.3364 2.5065  C93 1.092
91 H 2.4307 -3.6765 -2.3913  O25 1.014
92 O -6.6861 -4.6025 -2.9662  N10 1.236
93 C 5.5569 1.2545 3.5910  N15 1.488, H20 1.092, H22 1.092, H90 1.092
94 O -0.6610 -2.3259 -0.5632  B51 1.506, C55 1.501

Atom charges from the Mulliken analysis, given in e for atoms 1 to 8: -0.982, -0.513, 0.846, 0.208, -0.912, 0.304, -0.551, 1.015